No. 1
A molecular structure, C22H23N8O3RuS in a non-equilibrium geometry, computed with ωB97M-V with the def2-TZVPD basis set.

```
58
Properties=species:S:1:pos:R:3
Ru -0.0043 0.1009 0.4118
N -1.4959 -2.4094 4.0312
C -0.7362 -1.5515 3.2770
S -1.0638 0.1284 3.4097
N 0.1796 -2.0954 2.5275
N 0.8897 -1.4122 1.6352
C 2.0105 -2.0781 1.2522
C 2.8230 -1.8289 0.1517
C 3.8758 -2.7300 -0.1611
C 4.5902 -2.6148 -1.3244
C 4.3272 -1.5754 -2.2283
C 3.3943 -0.6153 -1.9097
C 2.6384 -0.6865 -0.7260
O 1.8568 0.2905 -0.4251
H -1.9511 -1.9934 4.8282
H -1.1072 -3.3314 4.1693
H 2.2507 -2.9462 1.8592
H 4.0741 -3.5441 0.5234
H 5.3541 -3.3375 -1.5641
H 4.8593 -1.5179 -3.1665
H 3.1991 0.2283 -2.5566
C -0.3864 -2.0051 -3.2971
C -0.4685 -1.0464 -2.1540
N -0.3498 -1.4409 -0.8581
O -0.1425 -2.8192 -0.6998
C -0.6666 0.3110 -2.3512
C -1.0123 0.9309 -3.6676
N -0.5493 1.1042 -1.2629
O -0.8703 2.3364 -1.2539
H 0.1335 -2.9061 -2.9858
H 0.1532 -1.5450 -4.1222
H -1.3849 -2.2756 -3.6435
H -0.1242 -2.9869 0.2556
H -1.7669 0.3434 -4.1883
H -0.1279 1.0161 -4.2997
H -1.3886 1.9356 -3.4758
N -1.8227 2.6533 1.2277
C -2.5937 1.5762 0.8663
C -3.9569 1.8123 0.6696
C -4.8089 0.7756 0.3461
C -4.2705 -0.5110 0.2596
C -2.9269 -0.6799 0.4776
N -2.0776 0.3320 0.7603
C -0.4734 2.8713 1.3494
C -0.0621 4.2009 1.5259
C 1.2615 4.4832 1.7643
C 2.1664 3.4227 1.8547
C 1.6954 2.1482 1.6507
N 0.4143 1.8636 1.3739
H -2.3524 3.5147 1.2301
H -4.3397 2.8137 0.7834
H -5.8598 0.9496 0.1802
H -4.8891 -1.3669 0.0405
H -2.4900 -1.6728 0.4509
H -0.7938 4.9916 1.4703
H 1.5946 5.4998 1.8951
H 3.2065 3.5896 2.0880
H 2.3660 1.2997 1.7250
```

Properties
DFT total energy, Ha: -2008.913247
Molar mass, g mol⁻¹: 580.6
Maximum force, eV/Å: 4.1
Relative energy (zero: lowest compared OMol25 entry of this formula, charge and spin), kJ/mol: 79.6
HOMO-LUMO gap (alpha / beta), eV: 6.755 / 5.528
HOMO level (alpha / beta), eV: -6.68 / -6.63
Spin multiplicity: 2

***

No. 2
A molecular structure, C22H24BF5N3V in a non-equilibrium geometry, computed with ωB97M-V with the def2-TZVPD basis set.

```
56
Properties=species:S:1:pos:R:3
V 0.0392 -0.0964 0.0828
C 2.7838 -0.9061 0.1400
N 1.8656 -0.1121 -0.7739
C 1.8107 -0.7367 -2.1382
C 2.2601 1.3135 -0.7739
C 3.5639 1.7211 -0.9551
C 3.8597 3.0664 -0.7921
C 2.8697 3.9660 -0.4000
C 1.5604 3.5517 -0.2270
C 1.2475 2.2165 -0.4618
N -0.0763 1.6473 -0.4343
C -1.2329 2.2840 -0.9471
C -1.3670 3.6018 -1.3686
C -2.6106 4.0235 -1.8089
C -3.6938 3.1493 -1.8389
C -3.5410 1.8215 -1.4524
C -2.3006 1.4098 -1.0231
N -1.9706 0.0202 -0.6882
C -2.0565 -0.8093 -1.9382
C -2.9257 -0.5288 0.3370
H 3.7206 -1.1080 -0.3759
H 2.9724 -0.3281 1.0388
H 2.3176 -1.8593 0.3883
H 2.7852 -0.6400 -2.6138
H 1.5462 -1.7870 -2.0405
H 1.0765 -0.2117 -2.7464
H 4.3435 1.0129 -1.2042
H 4.8723 3.4126 -0.9481
H 3.1236 5.0030 -0.2257
H 0.8087 4.2469 0.1176
H -0.5369 4.2891 -1.3829
H -2.7336 5.0456 -2.1403
H -4.6567 3.4960 -2.1891
H -4.3771 1.1368 -1.5133
H -3.0496 -0.6948 -2.3686
H -1.3222 -0.4560 -2.6599
H -1.8804 -1.8499 -1.6906
H -3.9266 -0.5628 -0.0900
H -2.6195 -1.5365 0.5979
H -2.9183 0.1163 1.2103
F 0.2991 0.3368 6.0538
C 0.2162 0.2758 4.7383
C -0.2039 -0.9135 4.1593
C -0.2788 -0.9876 2.7855
C 0.0448 0.1494 2.0091
C 0.4539 1.3488 2.6335
C 0.5541 1.4077 4.0041
H -0.4527 -1.7577 4.7879
H -0.5887 -1.9167 2.3294
H 0.6961 2.2299 2.0576
H 0.8679 2.3057 4.5193
F 1.2083 -3.9913 0.6972
B 0.0758 -4.2207 0.0503
F -0.3472 -1.8056 0.0098
F -1.0259 -4.4675 0.7250
F 0.0680 -4.2151 -1.2704
```

Properties
DFT total energy, Ha: -2484.805384
Charge: +2
Molar mass, g mol⁻¹: 487.2
Maximum force, eV/Å: 1.3
HOMO-LUMO gap (alpha / beta), eV: 6.466 / 6.470
HOMO level (alpha / beta), eV: -14.99 / -14.99
Spin multiplicity: 1

***

No. 3
A molecular structure, C22H24BN7Sn in a non-equilibrium geometry, computed with ωB97M-V with the def2-TZVPD basis set.

```
55
Properties=species:S:1:pos:R:3
H -1.2419 0.0234 -3.4553
N 0.6656 -0.2397 -2.5267
B 3.1471 -0.8030 -2.0798
N 1.9080 -0.5931 -2.9915
C 1.8491 -0.7125 -4.3277
Sn 0.1521 -0.4614 -0.4210
H 2.7430 -0.9501 -4.8885
C 0.5364 -0.4915 -4.7212
H 0.1599 -0.5380 -5.7281
C -0.1903 -0.2100 -3.5748
H 4.1796 -0.8312 -2.6874
C -0.1310 -2.1873 4.2650
H -0.2510 -1.3318 4.9333
H -0.2645 -1.8566 3.2307
H 0.8747 -2.5956 4.3862
N 2.9373 -2.1603 -1.2949
N 3.1383 0.3072 -0.9816
N 1.7912 -2.3708 -0.6087
N 2.0713 0.5349 -0.1568
C 3.7514 -3.2088 -1.0869
C 4.1681 1.0569 -0.5583
H 4.7093 -3.2354 -1.5717
H 5.1081 1.0243 -1.0924
C 3.1048 -4.0812 -0.2169
C 3.7628 1.7489 0.5714
C 1.8683 -3.5107 0.0787
C 2.4490 1.3847 0.8198
H 3.4773 -5.0079 0.1596
H 4.3531 2.4342 1.1550
H 1.0687 -3.8493 0.7259
H 1.7835 1.6804 1.6204
H -0.8443 -2.9248 4.5011
C -5.3066 0.1020 -1.5070
C -4.3162 -0.8889 -1.4659
C -3.0763 -0.6268 -0.8875
C -2.8138 0.6474 -0.3334
C -3.8381 1.6238 -0.3305
C -5.0626 1.3601 -0.9396
N -1.5509 0.9855 0.1548
C -1.4464 1.7627 1.3181
C -0.5284 2.8343 1.3634
C -0.4137 3.6165 2.5101
C -1.1941 3.3333 3.6395
C -2.0945 2.2595 3.6152
C -2.2300 1.4852 2.4660
H -6.2654 -0.1050 -1.9815
H -4.5096 -1.8794 -1.8817
H -2.3190 -1.4192 -0.8239
H -3.6398 2.5900 0.1377
H -5.8241 2.1388 -0.9599
H 0.0487 3.0432 0.4578
H 0.2881 4.4521 2.5136
H -1.0991 3.9522 4.5337
H -2.6990 2.0305 4.4940
H -2.9440 0.6584 2.4299
```

Properties
DFT total energy, Ha: -1475.225055
Molar mass, g mol⁻¹: 516.0
Maximum force, eV/Å: 2.7
Relative energy (zero: lowest compared OMol25 entry of this formula, charge and spin), kJ/mol: 0.0
HOMO-LUMO gap, eV: 6.849
HOMO level, eV: -6.34
Spin multiplicity: 1

***

No. 4
A molecular structure, C22H24BiBrF6NO11S4 in a non-equilibrium geometry, computed with ωB97M-V with the def2-TZVPD basis set.

```
70
Properties=species:S:1:pos:R:3
Bi -0.2536 0.0498 -0.1418
C 0.0198 -8.3028 -0.4983
C 1.0490 -7.1800 -0.3669
C 1.8243 -7.3871 0.9413
C 2.0236 -7.2808 -1.5487
C 0.3928 -5.7992 -0.3598
C 1.1832 -4.6637 -0.2540
C 0.5570 -3.4383 -0.2491
Br 1.6488 -1.8935 -0.1109
C -0.8169 -3.1929 -0.3351
O -1.3116 -1.9798 -0.3172
C -1.6152 -4.3608 -0.4525
C -0.9872 -5.6026 -0.4585
C -3.1347 -4.2268 -0.5961
C -3.4544 -3.4661 -1.8920
C -3.8260 -5.5896 -0.6618
C -3.7152 -3.4635 0.6048
H 0.5345 -9.2664 -0.4994
H -0.5455 -8.2250 -1.4293
H -0.6866 -8.3020 0.3344
H 2.3018 -8.3706 0.9507
H 1.1531 -7.3218 1.8003
H 2.6037 -6.6340 1.0683
H 2.4975 -8.2657 -1.5697
H 2.8126 -6.5298 -1.4822
H 1.4983 -7.1305 -2.4941
H 2.2612 -4.7215 -0.1770
H -1.6144 -6.4757 -0.5478
H -3.0576 -4.0027 -2.7581
H -3.0340 -2.4627 -1.8826
H -4.5376 -3.3783 -2.0127
H -3.5059 -6.1724 -1.5293
H -4.9021 -5.4284 -0.7519
H -3.6520 -6.1820 0.2404
H -3.3468 -2.4418 0.6355
H -3.4522 -3.9599 1.5429
H -4.8055 -3.4322 0.5285
O 2.9541 1.9801 0.9830
S 1.6989 2.0326 1.6670
O 1.6644 2.4697 3.0330
O 0.9794 0.6779 1.5793
C 0.5978 3.1300 0.7590
C -0.2862 3.8462 1.5648
C -1.1681 4.7584 1.0162
C -1.1621 4.9858 -0.3478
C -0.3077 4.2696 -1.1651
C 0.5687 3.3257 -0.6361
S 1.4791 2.4004 -1.8845
O 2.8369 2.8476 -1.9142
O 0.6979 2.5079 -3.0858
O 1.3873 0.9834 -1.3370
H -0.2591 3.6696 2.6298
H -1.8667 5.2827 1.6551
H -1.8538 5.6950 -0.7854
H -0.3389 4.3911 -2.2378
F -5.7586 0.1649 2.0579
C -4.4951 0.2836 2.4474
F -3.9905 -0.9278 2.6522
F -4.4594 0.9596 3.5943
S -3.5029 1.2227 1.2147
O -2.1209 0.9566 1.6021
O -3.9532 2.5819 1.3052
N -3.9619 0.4482 -0.0997
S -3.4171 1.0109 -1.4733
O -2.1956 1.7794 -1.2724
O -3.4355 0.0115 -2.4928
C -4.6656 2.2711 -2.0329
F -4.3514 3.4825 -1.5955
F -5.8788 1.9536 -1.5871
F -4.6927 2.2917 -3.3639
```

Properties
DFT total energy, Ha: -6715.834535
Charge: -1
Molar mass, g mol⁻¹: 1009.6
Maximum force, eV/Å: 1.4
Relative energy (zero: lowest compared OMol25 entry of this formula, charge and spin), kJ/mol: 0.0
HOMO-LUMO gap, eV: 8.271
HOMO level, eV: -6.23
Spin multiplicity: 1